No. 1
118
Properties=species:S:1:pos:R:3:forces:R:3:mulliken_spin:R:1 method="wB97M-V/def2-TZVPD" total_charge=+2 gap_ev="6.7 / 5.7" max_force_ev_per_a=2.55 total_energy_ev=-110076.5542 mol_weight_g_mol=1047.65 de_lowest_ev=0.718 e_lumo_ev="-5.878 / -6.838" multiplicity=2
Ti -19.318763 -6.848572 1.333692 -0.2 -0.2 0.4 0.029
C -20.643392 -10.338009 0.799745 -0.1 -0.3 -0.7 0.000
N -21.681245 -9.454420 1.281390 -1.0 0.8 0.1 0.000
C -22.956359 -9.469242 0.553948 1.2 -2.0 -1.2 0.006
C -21.556486 -8.681439 2.359530 0.1 0.4 0.4 -0.004
N -20.322014 -8.078515 2.610963 -0.7 -0.1 -0.1 0.012
C -19.702559 -8.520117 3.843446 0.8 -1.1 0.1 0.001
C -18.216597 -8.573315 3.548550 0.0 1.5 0.2 0.000
N -17.882243 -7.193053 3.081097 0.0 0.5 0.9 0.001
C -18.040329 -6.189139 4.224730 0.0 -0.4 -0.8 0.000
C -19.287542 -5.352651 4.023640 -0.2 -0.4 0.1 0.000
N -19.350085 -4.840312 2.661611 0.1 -0.1 -0.2 -0.028
C -19.122595 -3.545996 2.530032 0.1 -0.1 -0.4 -0.002
N -19.497648 -2.843728 1.424146 -0.7 0.2 -1.8 0.002
C -20.846294 -2.805327 0.749646 0.6 0.6 2.0 0.001
C -18.561202 -1.893710 0.802143 0.0 -0.3 0.6 0.000
N -18.462999 -2.776843 3.456635 -0.3 -0.6 -0.2 0.000
C -18.924701 -1.442235 3.696439 -1.0 0.9 0.4 0.000
C -17.249977 -3.148651 4.150129 -0.4 0.5 0.3 0.000
C -16.500283 -7.091787 2.517553 -1.1 0.2 -0.3 -0.001
C -16.542907 -5.887459 1.597144 1.4 -0.5 -0.3 0.002
N -17.518849 -6.068724 0.546133 -0.5 0.4 0.4 -0.001
C -17.091989 -5.907638 -0.702933 0.8 -0.6 -0.8 0.005
N -17.904479 -5.483427 -1.675862 -0.4 0.6 -0.2 0.006
C -18.966492 -4.520519 -1.409513 -0.5 -0.7 -1.7 0.006
C -17.756883 -5.847425 -3.086470 1.0 -0.3 -0.2 0.000
N -15.828344 -6.218148 -1.117891 0.3 0.9 0.3 0.000
C -15.111511 -5.392381 -2.108530 0.2 -0.3 -0.4 0.000
C -14.913369 -7.134875 -0.480099 0.0 -1.3 -0.2 0.000
N -22.598398 -8.482440 3.200980 0.7 -0.1 -0.4 0.003
C -23.752105 -9.396475 3.357861 1.4 -0.1 -0.5 0.000
C -22.629351 -7.284882 4.041551 0.3 -0.1 0.4 0.000
H -20.527303 -10.257725 -0.298051 -0.2 -0.1 0.6 0.000
H -20.874747 -11.359625 1.063784 -0.4 -0.4 -0.1 0.000
H -19.701725 -10.136324 1.253737 0.5 0.3 0.4 0.000
H -23.519666 -8.588535 0.627897 -0.7 1.2 0.8 -0.009
H -23.504573 -10.370410 0.825232 -0.3 0.2 -0.2 0.002
H -22.718099 -9.513006 -0.526776 0.0 -0.2 0.5 -0.001
H -20.017253 -9.525963 4.137761 -0.2 0.0 -0.1 0.000
H -19.890769 -7.875087 4.691004 -0.1 0.2 0.3 0.000
H -17.975436 -9.177775 2.700001 -0.1 -0.9 -0.3 0.000
H -17.603141 -8.834380 4.411740 0.0 -0.1 0.1 0.000
H -17.160626 -5.556329 4.216968 0.0 -0.1 0.0 0.000
H -18.068505 -6.682950 5.196665 0.1 -0.3 -0.1 0.000
H -19.311345 -4.562344 4.763182 -0.1 0.2 0.2 0.000
H -20.170452 -5.977632 4.202269 0.1 0.2 -0.1 0.001
H -21.521593 -3.460461 1.302139 0.0 0.3 -0.1 -0.001
H -20.856340 -3.068897 -0.294723 0.4 -0.3 -0.3 0.000
H -21.169035 -1.744857 0.830796 -0.1 -0.6 0.0 0.000
H -17.562830 -2.094901 1.184121 0.1 0.1 0.0 0.000
H -18.826836 -0.859388 1.007623 -0.1 0.2 0.0 0.000
H -18.548642 -2.024386 -0.279089 -0.1 -0.1 0.0 0.000
H -19.937689 -1.268532 3.285810 0.6 -0.3 0.2 0.000
H -18.269678 -0.713836 3.258056 0.4 0.5 -0.2 0.000
H -18.976112 -1.237726 4.772664 0.0 -0.1 -0.1 0.000
H -16.632828 -3.752807 3.544255 0.6 -0.8 -0.6 0.000
H -17.397956 -3.614386 5.107525 -0.3 -0.3 0.5 0.000
H -16.661453 -2.272764 4.352270 0.1 0.7 0.0 0.000
H -16.350287 -8.003226 1.961172 0.2 -0.3 -0.3 0.000
H -15.744397 -7.017882 3.289562 0.1 0.1 0.3 0.000
H -15.563514 -5.715650 1.156234 0.0 0.1 0.3 0.000
H -16.758323 -5.007133 2.165177 -0.4 0.5 0.3 0.000
H -19.032969 -4.332092 -0.387556 0.0 0.2 1.7 0.002
H -19.928776 -4.974867 -1.725940 0.5 0.6 0.0 -0.002
H -18.774741 -3.550575 -1.900795 -0.1 -0.5 -0.2 0.000
H -17.159416 -6.780535 -3.233619 -0.4 0.8 0.4 0.000
H -17.266135 -5.020288 -3.632150 -0.4 -0.4 0.0 0.000
H -18.732208 -6.059386 -3.502717 -0.3 0.2 0.0 0.000
H -15.527116 -4.381219 -2.178386 -0.2 -0.4 -0.3 0.000
H -15.057799 -5.952678 -3.067586 -0.2 0.8 0.4 0.000
H -14.066611 -5.246439 -1.802302 -0.3 -0.2 0.3 0.000
H -15.440547 -7.932674 0.091712 0.4 0.7 -0.4 0.000
H -14.157745 -6.625657 0.131409 -0.2 -0.1 0.0 0.000
H -14.364459 -7.621814 -1.308748 -0.2 0.0 0.5 0.000
H -23.490048 -10.397201 3.001827 -0.1 0.2 0.3 0.000
H -24.583008 -9.013336 2.826163 -0.9 0.3 -0.7 0.000
H -24.019797 -9.389710 4.392187 0.0 -0.3 0.7 0.000
H -22.339541 -6.430313 3.431075 0.4 0.0 0.3 0.000
H -22.013927 -7.426378 4.970365 -0.5 0.3 -0.9 0.000
H -23.654286 -7.077777 4.340548 -0.1 -0.2 0.1 0.000
O -19.543968 -7.785092 -1.696078 -0.2 0.4 0.0 0.004
C -18.863712 -8.509088 -1.013934 0.5 -1.2 0.5 -0.009
O -18.821295 -8.374519 0.315145 0.0 0.8 -0.1 -0.004
C -18.070832 -9.678112 -1.616277 -0.7 1.5 -0.5 -0.001
C -18.407981 -9.785049 -2.982436 -0.2 0.0 1.0 0.000
C -17.808998 -10.699849 -3.810303 0.0 0.5 -0.6 0.000
C -16.747326 -11.397168 -3.296526 0.4 -0.8 -0.4 0.000
C -16.390943 -11.231963 -1.964253 1.7 -1.3 -0.6 0.000
C -17.014102 -10.428557 -1.058672 -1.3 0.5 0.8 0.000
P -16.581560 -10.506910 0.779154 0.0 0.0 -0.6 0.000
C -14.954227 -11.299540 0.782194 1.1 0.2 0.0 0.000
C -14.682348 -12.626862 0.415882 -1.8 -0.1 -0.3 0.000
C -13.405976 -13.110079 0.436967 0.4 -0.7 0.4 0.000
C -12.339394 -12.328024 0.886493 -0.2 0.2 0.1 0.000
C -12.557564 -11.022707 1.322957 -1.6 -1.3 -1.1 0.000
C -13.878925 -10.531878 1.237397 0.9 -0.2 0.3 0.000
C -17.494123 -11.971314 1.397592 -0.2 1.4 -0.5 0.000
C -17.443541 -12.154411 2.770611 0.8 0.3 -0.2 0.000
C -18.013053 -13.261009 3.324342 -1.1 -1.3 1.0 0.000
C -18.692021 -14.187313 2.518177 -0.5 0.0 -0.3 0.000
C -18.838235 -13.906741 1.156516 0.1 -1.8 0.7 0.000
C -18.224096 -12.814791 0.601030 -0.3 -0.2 -0.3 0.000
H -19.185827 -9.125082 -3.333913 0.0 -0.1 -0.1 0.000
H -18.094864 -10.740580 -4.858801 0.0 -0.3 0.2 0.000
H -16.210170 -12.115447 -3.935644 -0.1 0.5 0.5 0.000
H -15.510546 -11.775791 -1.649237 -0.1 -0.1 0.1 0.000
H -15.539404 -13.293908 0.115041 1.1 0.7 0.3 0.000
H -13.286819 -14.168484 0.208981 0.3 0.3 -0.1 0.000
H -11.356762 -12.765454 0.931004 0.2 0.0 0.0 0.000
H -11.741888 -10.435915 1.652871 0.5 0.6 0.4 0.000
H -14.028707 -9.536022 1.617280 -0.3 0.4 -0.1 0.000
H -16.809831 -11.501652 3.364552 -0.2 0.1 0.1 0.000
H -18.009364 -13.396892 4.411616 0.3 -0.1 -0.4 0.000
H -19.151579 -15.123542 2.886583 0.4 0.8 0.1 0.000
H -19.294969 -14.684168 0.529843 0.0 0.6 0.2 0.000
H -18.324573 -12.695487 -0.456300 0.2 0.4 -0.5 0.000
I -21.684736 -6.087486 0.391929 0.2 -0.3 -0.1 0.024
I -25.396636 -6.072995 -0.596886 0.1 0.0 0.0 0.960



No. 2
62
Properties=species:S:1:pos:R:3:forces:R:3:lowdin_charge:R:1 method="wB97M-V/def2-TZVPD" total_charge=-2 gap_ev=6.0 max_force_ev_per_a=0.80 total_energy_ev=-100815.5457 mol_weight_g_mol=835.23 e_lumo_ev=4.004
Tl -0.986242 -0.384693 -1.525408 0.2 -0.3 0.3 0.851
C -1.004982 -2.089106 4.355909 0.0 0.0 -0.1 -0.126
C -1.040486 -2.898308 3.226039 0.0 0.0 0.0 -0.101
C -1.581198 -2.429598 2.035522 0.0 0.0 0.0 -0.039
C -2.086588 -1.129228 1.941262 -0.1 -0.1 -0.1 -0.317
C -2.059280 -0.326216 3.088561 0.0 0.0 0.0 -0.031
C -1.523791 -0.800587 4.277560 0.0 0.0 0.0 -0.106
N -2.526790 -0.606804 0.720278 0.0 0.2 0.0 0.012
C -3.802261 -0.378963 0.510866 -0.1 0.2 -0.1 -0.260
C -4.863840 -0.964033 1.311269 0.1 0.1 -0.1 -0.028
C -6.172202 -0.795492 0.988684 0.0 0.1 -0.2 -0.118
C -6.577954 -0.008123 -0.131460 -0.1 -0.2 0.2 -0.139
C -5.626270 0.617613 -0.877852 0.3 0.0 0.0 -0.061
C -4.246939 0.489706 -0.574750 -0.2 -0.3 0.4 -0.236
N -3.266694 1.192635 -1.207536 -0.1 -0.6 0.6 -0.036
N -3.594772 2.044298 -2.065261 0.0 0.4 -0.5 0.045
C -2.465711 2.645985 -2.654090 0.2 0.4 -0.3 -0.343
C -2.701285 3.684559 -3.562074 0.0 0.0 0.0 -0.039
C -1.625520 4.278101 -4.194537 0.0 0.0 0.0 -0.095
C -0.338725 3.828039 -3.919513 -0.1 0.0 0.0 -0.071
C -0.197964 2.794887 -3.005127 0.1 0.0 0.1 -0.142
N -1.230401 2.225772 -2.381880 0.1 0.1 0.0 0.024
H -0.559037 -2.450676 5.275691 0.0 0.0 0.0 0.084
H -0.628059 -3.901541 3.265203 0.0 0.0 0.0 0.096
H -1.586855 -3.052791 1.146942 0.1 0.1 0.1 0.110
H -2.434084 0.688770 3.014756 0.0 0.0 0.0 0.115
H -1.489102 -0.150993 5.146060 0.0 0.0 0.0 0.090
H -4.575233 -1.586096 2.148854 0.0 0.0 0.0 0.101
H -6.932900 -1.282675 1.590598 0.0 0.0 0.0 0.087
H -7.628926 0.092308 -0.373563 0.0 0.0 0.0 0.076
H -5.891375 1.239771 -1.723004 0.0 0.0 0.0 0.091
H -3.723901 3.990337 -3.745696 0.0 0.0 0.0 0.095
H -1.785905 5.078916 -4.907700 0.0 0.0 0.0 0.094
H 0.529790 4.255037 -4.405102 0.0 0.0 0.0 0.096
H 0.781152 2.385816 -2.762423 -0.1 0.0 0.0 0.062
O 1.500289 1.075663 1.831163 0.0 0.0 0.0 0.044
C 1.516158 -0.077219 1.438203 -0.1 0.2 -0.1 -0.463
N 0.825733 -0.611050 0.379686 0.1 -0.3 0.1 0.054
C 1.117009 -1.940750 0.289545 -0.1 -0.1 0.1 -0.525
O 0.606618 -2.756686 -0.472592 0.1 0.2 0.0 -0.052
C 2.138422 -2.308778 1.346100 -0.1 -0.1 -0.1 -0.096
C 2.762898 -3.500067 1.645078 0.1 0.0 0.1 -0.015
C 3.628638 -3.516852 2.742247 -0.1 0.1 -0.1 -0.099
C 3.837371 -2.365268 3.499330 0.0 0.0 0.0 -0.102
C 3.200181 -1.166956 3.171883 0.1 0.1 0.1 -0.024
C 2.355820 -1.166586 2.082942 0.0 0.0 0.0 -0.103
H 2.585886 -4.380590 1.037984 0.0 0.0 0.1 0.111
H 4.143287 -4.432439 3.007991 0.0 0.0 0.0 0.086
H 4.504563 -2.402777 4.354194 0.0 0.0 0.0 0.087
H 3.361291 -0.265002 3.753953 0.0 0.0 -0.1 0.111
C 4.886460 0.390667 -0.258047 0.0 -0.1 0.0 -0.399
S 5.695100 -0.331839 -1.710734 0.0 0.0 0.1 0.760
C 5.135319 0.765631 -2.948304 0.0 -0.1 -0.1 -1.051
C 3.835672 0.869274 -3.370142 0.3 0.3 -0.1 -1.198
S 2.451700 0.055318 -2.836914 -0.1 0.0 -0.1 0.458
S 3.677358 2.106502 -4.646543 -0.1 -0.1 0.0 0.854
C 5.315846 2.597599 -4.817590 0.0 0.0 0.1 -1.564
S 5.849933 3.727491 -5.922920 0.0 0.0 0.0 0.377
S 6.331391 1.792490 -3.706894 -0.1 0.0 0.0 0.852
H 5.069300 -0.282233 0.581099 0.0 0.0 0.0 0.024
H 3.814681 0.451490 -0.449917 0.0 0.0 0.0 -0.004
H 5.297407 1.376339 -0.047879 0.0 0.0 0.0 0.036